Record 1
# C18H26N3O5RhS2

C18H26N3O5RhS2 as an isolated structure (ωB97M-V/def2-TZVPD, OMol25).

Results
HOMO energy (spin up / spin down)   -8.13 / -8.41 eV
2S+1   5
Electronic energy   -58472.061 eV
Max |F|   0.58 eV Å⁻¹
⟨S²⟩   6.046

Geometry (Å):
Rh1 -0.661426 0.386298 0.058667
C1 0.024650 -0.629036 3.013200
N1 0.025302 0.674077 2.332780
C2 -0.976362 1.571109 2.960173
C3 1.318688 1.310585 2.371018
C4 1.891508 1.736958 3.559514
C5 3.066746 2.470219 3.555356
C6 3.669362 2.806209 2.348229
C7 3.137810 2.352557 1.159364
C8 1.980919 1.553645 1.154557
N2 1.386316 1.053937 0.014572
C9 2.104335 0.819537 -1.130976
C10 3.489874 0.580808 -1.173870
C11 4.116078 0.304941 -2.370615
C12 3.380369 0.264745 -3.549316
C13 2.006363 0.450104 -3.517827
C14 1.353880 0.698136 -2.319957
N3 -0.072222 0.816343 -2.219211
C15 -0.531282 2.210608 -2.386142
C16 -0.769223 -0.064637 -3.170297
H1 0.234101 -0.516904 4.083272
H2 0.780429 -1.270656 2.561191
H3 -0.959513 -1.074153 2.882641
H4 -0.743070 1.728913 4.018009
H5 -1.952322 1.109259 2.855634
H6 -0.986824 2.523132 2.435316
H7 1.397662 1.515729 4.496348
H8 3.492143 2.810088 4.490082
H9 4.551001 3.432953 2.334504
H10 3.589746 2.639732 0.221283
H11 4.057197 0.560850 -0.255097
H12 5.179036 0.104609 -2.384537
H13 3.872578 0.064024 -4.491509
H14 1.437745 0.383595 -4.433863
H15 -0.353788 2.552972 -3.412408
H16 0.006383 2.854169 -1.691215
H17 -1.592555 2.252555 -2.146116
H18 -0.626306 0.272450 -4.202408
H19 -1.826512 -0.045937 -2.931522
H20 -0.386009 -1.077724 -3.058630
O1 -4.645309 0.614488 0.375325
S1 -3.223709 0.557087 0.231943
O2 -2.749821 -0.033678 -1.071849
O3 -2.534117 -0.337822 1.248947
O4 -2.510559 1.870542 0.335006
C17 -0.205396 -4.471896 0.160353
S2 -0.982208 -2.900785 0.549301
C18 -2.394270 -3.050288 -0.526227
O5 -0.054348 -1.891144 -0.087384
H21 -0.861419 -5.284630 0.469441
H22 0.727527 -4.520216 0.717808
H23 -0.004612 -4.519591 -0.909881
H24 -3.045649 -3.830518 -0.133632
H25 -2.048280 -3.294299 -1.531925
H26 -2.892835 -2.081551 -0.521921

Atomic forces in eV per Å
Rh -0.28 -0.49 0.11
C 0.02 -0.03 -0.06
N -0.01 0.27 0.13
C 0.02 -0.06 0.02
C 0.03 0.04 0.00
C -0.08 -0.04 -0.04
C 0.03 0.01 0.03
C 0.01 0.01 -0.04
C 0.04 0.02 0.03
C -0.11 -0.05 -0.04
N 0.17 0.06 0.09
C -0.06 0.03 -0.04
C 0.04 -0.02 -0.02
C 0.01 0.00 0.00
C 0.02 0.00 0.00
C -0.08 -0.02 0.06
C 0.03 -0.01 -0.03
N 0.10 -0.01 -0.12
C 0.00 0.01 0.06
C 0.00 0.05 -0.03
H 0.01 -0.01 0.00
H -0.01 -0.01 0.00
H 0.01 0.01 0.01
H -0.02 0.00 0.01
H 0.00 0.00 0.00
H 0.00 -0.01 -0.01
H 0.01 0.02 0.01
H 0.01 0.00 0.00
H 0.01 -0.01 0.01
H -0.01 0.03 0.01
H -0.02 -0.02 -0.01
H 0.00 0.00 -0.01
H 0.00 0.00 0.00
H 0.02 -0.01 -0.01
H -0.01 0.00 0.01
H -0.01 0.01 -0.01
H 0.00 0.00 -0.01
H -0.01 -0.01 0.00
H -0.01 -0.01 0.01
H -0.03 -0.01 0.01
O -0.07 -0.03 0.04
S 0.38 0.24 -0.07
O -0.03 0.05 -0.04
O -0.02 -0.03 0.04
O -0.18 0.10 0.02
C 0.01 0.04 0.00
S -0.12 -0.15 0.07
C 0.01 -0.04 -0.08
O 0.24 0.14 -0.16
H -0.03 0.01 0.01
H 0.01 0.00 0.00
H -0.02 0.03 0.02
H -0.01 -0.01 0.02
H -0.01 0.01 0.02
H 0.02 -0.08 -0.02

Record 2
# C5H17NO2

A 3-piece molecular cluster, C5H17NO2 overall (ωB97M-V/def2-TZVPD, OMol25).

Results
HOMO energy (spin up / spin down)   -14.49 / -14.49 eV
2S+1   2
Electronic energy   -11035.845 eV
Max |F|   5.25 eV Å⁻¹
⟨S²⟩   0.755
Charge   +1

Geometry (Å):
C1 0.811995 -0.979610 0.015907
C2 1.700406 -1.591056 1.143240
C3 -0.560498 -0.447842 0.486257
N1 -0.205716 0.679906 1.332727
C4 0.662278 1.784461 0.736820
C5 -1.420081 1.216392 1.983412
H1 0.641551 -1.889015 -0.633884
H2 1.351049 -0.335654 -0.666168
H3 1.458323 -1.284733 2.166832
H4 1.514735 -2.698186 1.054011
H5 2.762140 -1.346929 1.008837
H6 -1.152021 -1.267876 0.918098
H7 -1.185081 -0.288761 -0.514431
H8 1.073666 1.490283 -0.222594
H9 1.566869 1.927853 1.423382
H10 0.090765 2.692705 0.758793
H11 -1.127361 1.676465 2.960712
H12 -2.098615 1.873452 1.398970
H13 -1.989890 0.317678 2.289139
H14 -0.121945 -1.778750 -3.416295
H15 1.007722 -2.246182 -2.443197
O1 0.400361 -2.522740 -3.138423
H16 -1.659291 1.282711 -3.572883
H17 -1.428604 2.026776 -2.234386
O2 -2.092756 1.708651 -2.834875

Atomic forces in eV per Å
C -0.15 -2.85 -0.62
C -0.29 -0.61 -0.32
C 2.14 -1.37 -2.39
N -3.42 2.73 -2.89
C 1.51 -1.50 2.12
C 0.13 -1.25 2.73
H -0.37 1.15 0.55
H 0.01 0.51 0.19
H -0.23 0.08 -0.19
H 0.68 1.08 0.56
H -0.29 -0.33 -0.14
H 0.28 0.65 0.81
H 0.95 1.00 1.98
H -0.36 0.08 -0.01
H -1.19 -0.18 -0.74
H -0.29 0.32 -0.12
H -0.21 0.17 -0.95
H 0.98 -0.25 -0.14
H 0.03 0.59 -0.25
H -0.14 0.54 -0.07
H -0.14 0.17 -0.42
O 0.31 -0.75 0.29
H 0.28 0.02 -0.21
H 0.56 0.26 0.01
O -0.78 -0.28 0.21

Record 3
# C46H127N11O12

A 12-piece molecular cluster, C46H127N11O12 overall (ωB97M-V/def2-TZVPD, OMol25).

Results
HOMO energy   -8.58 eV
2S+1   1
Electronic energy   -90715.860 eV
Max |F|   2.10 eV Å⁻¹

Geometry (Å):
C1 0.375756 -6.624637 -1.246868
O1 1.667978 -6.193578 -1.551083
C2 1.666071 -5.236971 -2.612512
C3 1.831597 -5.786301 -3.987958
C4 3.197626 -6.368197 -4.183512
N1 1.604555 -4.574577 -4.845604
H1 -0.075704 -5.837138 -0.613946
H2 0.447679 -7.549827 -0.706062
H3 -0.286213 -6.742048 -2.124616
H4 0.756775 -4.628707 -2.577386
H5 2.504419 -4.537476 -2.455225
H6 0.975327 -6.414422 -4.281448
H7 3.940373 -5.607568 -3.844197
H8 3.301446 -6.656205 -5.240383
H9 3.462245 -7.227391 -3.561656
H10 1.809251 -4.820590 -5.833440
H11 2.286560 -3.857476 -4.631765
C5 5.745108 2.008069 -4.368792
O2 5.060160 2.828017 -3.441830
C6 3.706030 3.001528 -3.597599
C7 3.138999 4.142310 -2.710168
C8 1.609773 3.995544 -2.703306
N2 3.473280 5.454728 -3.206266
H12 5.497795 2.192650 -5.425511
H13 5.692265 0.911253 -4.344922
H14 6.796971 2.209144 -4.276991
H15 3.531614 3.324760 -4.612550
H16 3.113019 2.086320 -3.371289
H17 3.512639 4.056702 -1.639056
H18 1.182707 4.168331 -3.710695
H19 1.120320 4.730996 -2.026347
H20 1.294134 2.990971 -2.417843
H21 4.464424 5.622456 -3.337344
H22 2.880455 5.666814 -3.981917
C9 -0.155288 0.322293 -3.149527
O3 1.065290 0.341320 -3.876474
C10 0.871928 0.928078 -5.119408
C11 0.043467 0.101136 -6.103054
C12 0.810557 -1.062765 -6.775391
N3 -0.417782 1.062833 -7.099597
H23 -0.950963 -0.185987 -3.658868
H24 -0.515384 1.333038 -2.988988
H25 0.017549 -0.067363 -2.114259
H26 0.351469 1.890465 -4.971909
H27 1.817310 1.075455 -5.632662
H28 -0.827052 -0.370773 -5.593758
H29 0.135907 -1.566905 -7.451703
H30 1.251196 -1.722825 -6.028106
H31 1.671046 -0.685212 -7.379838
H32 -0.759826 1.919839 -6.683563
H33 -1.161889 0.663084 -7.675373
C13 -1.661002 -2.845457 -4.438598
O4 -2.500937 -1.793842 -4.883612
C14 -3.634923 -1.662452 -4.042081
C15 -4.507672 -0.471110 -4.568779
C16 -3.754429 0.850762 -4.472942
N4 -5.730803 -0.428952 -3.822111
H34 -2.146047 -3.811543 -4.590532
H35 -1.389428 -2.738865 -3.403211
H36 -0.764765 -2.855851 -5.037451
H37 -4.275566 -2.568006 -4.066899
H38 -3.349954 -1.503001 -2.969235
H39 -4.761371 -0.604859 -5.621816
H40 -4.214420 1.670056 -5.069627
H41 -2.747896 0.749590 -4.876675
H42 -3.639178 1.099867 -3.397794
H43 -6.390014 -1.099176 -4.141436
H44 -5.619608 -0.349387 -2.820691
C17 4.440991 -1.922878 -1.141402
O5 4.830423 -1.172721 -0.067389
C18 6.140304 -0.610254 -0.364555
C19 6.071807 0.710483 -1.077713
C20 7.544815 1.023595 -1.437698
N5 5.550406 1.722573 -0.146407
H45 5.181021 -2.719815 -1.395128
H46 4.375178 -1.302571 -2.030893
H47 3.488188 -2.437012 -0.872762
H48 6.611767 -0.499790 0.605816
H49 6.692627 -1.325152 -1.001857
H50 5.509623 0.555918 -2.022086
H51 8.149220 1.017594 -0.524665
H52 7.518650 2.033120 -1.884471
H53 7.905443 0.312340 -2.210670
H54 5.777185 2.674494 -0.419187
H55 4.547886 1.732717 -0.104022
C21 -1.974227 1.460482 4.371132
O6 -1.647740 0.118953 4.136683
C22 -1.164238 -0.578214 5.301666
C23 -0.330862 -1.809896 4.880076
C24 -1.207603 -2.706014 4.025521
N6 0.233384 -2.599138 5.953562
H56 -2.494277 1.823366 3.474094
H57 -1.189458 2.221354 4.503071
H58 -2.582507 1.586498 5.244341
H59 -0.526218 0.063338 5.913261
H60 -2.026073 -0.959798 5.887386
H61 0.500861 -1.406784 4.288032
H62 -0.619608 -3.539347 3.671821
H63 -1.578714 -2.088830 3.243366
H64 -1.958278 -3.089140 4.697694
H65 -0.479879 -3.070953 6.474111
H66 0.890740 -2.068722 6.517653
C25 -2.461326 -5.414595 2.149693
O7 -3.208007 -5.583553 3.338737
C26 -4.528195 -5.193954 3.123975
C27 -5.379476 -5.333435 4.358626
C28 -6.839646 -5.187413 4.056653
N7 -4.929810 -4.344010 5.343600
H67 -2.633684 -5.982664 1.236891
H68 -1.409744 -5.568660 2.358716
H69 -2.583494 -4.353891 1.902837
H70 -4.602482 -4.113909 2.877852
H71 -5.028255 -5.800182 2.305230
H72 -5.231939 -6.340223 4.808435
H73 -7.432289 -5.468341 4.947666
H74 -7.258309 -5.806875 3.230871
H75 -7.077556 -4.137755 3.812821
H76 -5.357864 -4.536998 6.266709
H77 -3.913714 -4.384588 5.485411
C29 1.901992 1.369828 4.930438
O8 3.318587 1.199655 5.012342
C30 3.971361 2.043319 4.090492
C31 5.494861 1.734194 4.096565
C32 6.110519 2.066985 5.413004
N8 6.200421 2.459608 2.993001
H78 1.711808 2.340777 5.381755
H79 1.532863 0.589929 5.602825
H80 1.402370 1.177894 3.953204
H81 3.603200 1.919927 3.077129
H82 3.860027 3.148801 4.298356
H83 5.594104 0.656804 3.932222
H84 6.156510 3.168435 5.515889
H85 7.111650 1.609858 5.400438
H86 5.504222 1.624387 6.236506
H87 5.932737 3.437735 3.002106
H88 6.114484 2.064249 2.053071
C33 0.710062 4.545849 3.576903
O9 -0.352106 5.462823 3.800914
C34 -1.494541 5.117567 3.010663
C35 -2.525670 6.155484 3.174102
C36 -3.000744 6.198029 4.623019
N9 -3.623055 5.797049 2.279290
H89 1.048737 4.692070 2.579020
H90 0.584718 3.503967 3.787876
H91 1.574564 4.774942 4.164099
H92 -1.262005 5.050572 1.914653
H93 -2.004822 4.175501 3.316255
H94 -2.073555 7.126493 2.953511
H95 -3.483062 7.153140 4.781636
H96 -2.150243 6.271417 5.297873
H97 -3.739257 5.426949 4.872319
H98 -3.213583 5.889153 1.338267
H99 -4.334567 6.506750 2.346410
C37 -0.273322 -2.035413 0.274917
O10 0.136837 -0.693268 0.055609
C38 0.776591 -0.171361 1.232246
C39 1.519460 1.135355 0.839157
C40 0.442554 2.195253 0.504989
N10 2.517148 1.012009 -0.173137
H100 0.545030 -2.709343 0.525824
H101 -0.669382 -2.340101 -0.711026
H102 -1.110386 -2.014712 0.959090
H103 0.065609 0.134077 1.995989
H104 1.542684 -0.886295 1.697018
H105 1.994813 1.406008 1.808970
H106 -0.250910 1.723645 -0.217090
H107 0.816252 3.055349 -0.027063
H108 -0.169653 2.472047 1.361216
H109 2.076491 0.925445 -1.094762
H110 3.147205 0.244984 -0.052355
C41 -4.718567 -1.020336 3.784085
O11 -4.637326 -0.501168 2.483011
C42 -4.190885 -1.427164 1.541460
C43 -4.130467 -0.656736 0.213550
C44 -3.156290 0.510119 0.333860
N11 -5.428753 -0.345156 -0.328927
H111 -3.721557 -1.368528 4.075870
H112 -5.400290 -1.853353 3.830781
H113 -5.035285 -0.220467 4.458879
H114 -3.209572 -1.891249 1.816253
H115 -4.915045 -2.279167 1.496947
H116 -3.660114 -1.363958 -0.462120
H117 -3.316056 1.200986 1.181084
H118 -3.052326 1.094526 -0.578645
H119 -2.140301 0.129587 0.531291
H120 -5.805431 0.417342 0.217509
H121 -6.010311 -1.170503 -0.153331
C45 -2.375834 3.774044 -2.566976
C46 -2.397638 4.385282 -1.174918
O12 -2.616215 5.796302 -1.192056
H122 -1.616217 4.336358 -3.087737
H123 -3.343919 3.758256 -3.091684
H124 -2.073432 2.714622 -2.559150
H125 -1.395290 4.246073 -0.756027
H126 -3.146070 3.880015 -0.554506
H127 -3.546339 6.000739 -1.341393

Atomic forces in eV per Å
C -0.74 0.96 0.14
O 0.69 0.23 -1.10
C -0.10 0.40 1.28
C -0.89 1.10 -0.92
C 0.86 -0.23 -0.02
N 0.30 -0.74 -1.04
H -0.24 -0.43 0.00
H -0.06 -0.40 0.25
H 0.39 -0.14 0.14
H -0.10 -0.05 0.08
H -0.11 -0.25 0.25
H 0.53 -0.38 0.35
H -0.35 -0.29 -0.76
H 0.43 0.20 0.33
H -0.53 -0.16 -0.04
H -0.29 0.17 0.84
H 0.18 0.11 0.21
C 0.06 0.03 -1.08
O 1.74 -0.66 0.44
C -1.61 -0.14 0.59
C 0.27 -0.69 0.76
C -0.40 0.50 0.06
N 0.07 0.21 0.94
H -0.30 0.58 0.20
H -0.75 -0.02 1.00
H 0.46 0.36 0.23
H -0.47 -0.07 -0.73
H 0.48 0.14 -0.26
H -0.29 -0.16 -1.22
H 0.30 -0.01 0.26
H 0.44 -0.43 -0.37
H 0.10 0.01 0.12
H -0.33 -0.12 -0.31
H 0.23 0.39 -0.66
C 0.62 0.17 1.51
O 0.00 -0.57 0.72
C -0.49 -0.10 -0.84
C -0.67 -0.52 0.12
C 0.83 1.41 0.01
N -0.16 -0.30 -0.85
H -0.30 -0.65 -0.19
H -0.01 0.60 -0.11
H 0.00 -0.08 -1.06
H 0.25 0.04 -0.12
H 0.42 0.32 0.37
H 0.56 0.32 -0.10
H -0.11 -0.48 -0.07
H -0.36 -0.23 0.03
H -0.65 -0.03 0.33
H -0.13 -0.15 0.06
H 0.32 0.25 0.21
C -0.30 -0.16 -0.85
O -0.04 -0.31 0.74
C -0.56 0.68 -0.71
C 0.79 -0.32 0.50
C 0.25 0.27 0.20
N -0.12 1.07 -0.20
H -0.15 -0.14 0.14
H 0.12 0.15 0.67
H 0.33 0.14 -0.17
H 0.36 0.15 -0.07
H -0.04 0.11 -0.64
H 0.10 -0.46 -0.01
H -0.07 -0.52 0.76
H 0.14 -0.17 -0.02
H -0.21 0.24 -0.56
H -0.50 -0.54 0.25
H -0.12 -0.22 0.12
C -0.79 -1.81 -0.73
O 1.42 0.84 0.67
C -0.90 -0.67 0.40
C 0.78 0.03 0.20
C -1.04 0.56 -0.65
N 0.55 0.19 -0.29
H -0.32 0.26 0.28
H -0.56 0.01 -0.41
H 0.48 0.53 -0.50
H 0.29 0.12 0.04
H -0.11 0.09 0.40
H -0.01 0.47 0.43
H 0.07 -0.01 -0.31
H 0.46 -0.33 0.20
H -0.02 0.39 0.63
H 0.31 -0.20 -0.32
H -0.65 -0.35 0.00
C -0.36 0.91 -0.86
O 1.08 -0.36 0.61
C -0.14 -0.50 -0.14
C -0.02 0.52 -0.56
C 1.23 0.16 0.87
N 0.48 0.61 -0.41
H -0.25 -0.27 0.31
H 0.78 -0.76 0.03
H -0.79 -0.10 0.51
H -0.24 0.21 0.11
H 0.21 0.41 0.00
H -0.01 -0.18 -0.06
H 0.08 -0.22 -0.33
H -0.72 0.06 -0.75
H -0.77 -0.20 -0.11
H -0.13 -0.05 0.58
H -0.36 -0.29 0.20
C 0.89 1.55 0.31
O 0.14 -0.93 -0.56
C -1.59 -0.05 -0.72
C 1.02 -1.29 0.95
C -1.48 0.40 -0.05
N -0.19 0.30 0.94
H -1.01 -0.61 0.29
H 0.17 -0.06 0.40
H 0.25 0.06 -0.46
H 0.28 -0.32 -0.33
H 0.70 0.59 0.60
H 0.04 0.13 -0.59
H 0.22 0.29 -0.31
H 0.74 0.21 0.46
H 0.06 -0.29 0.12
H 0.35 0.20 -0.82
H -0.56 -0.20 -0.23
C 0.54 -0.93 1.14
O -0.58 0.25 -1.11
C 1.40 0.71 -0.03
C -0.83 0.27 -1.62
C 0.15 -0.10 0.68
N -0.18 -0.54 0.88
H -0.68 0.22 -0.33
H -0.23 0.23 0.01
H 0.70 0.46 0.28
H -0.23 -0.32 -0.28
H -0.18 -0.78 0.30
H 0.03 0.07 -0.21
H 0.17 -0.52 0.20
H -0.18 0.50 0.38
H 0.49 0.39 -0.46
H 0.05 -0.08 -0.17
H -0.38 0.10 0.41
C 0.36 1.04 -0.07
O -0.34 -1.29 -0.15
C 0.57 -0.77 -0.46
C -0.69 0.50 1.04
C -0.18 0.87 -0.09
N 0.73 0.22 -0.74
H 0.24 -0.31 -1.23
H -1.10 -0.70 -0.04
H 0.31 0.80 0.80
H 0.31 -0.15 0.73
H 0.78 0.13 -0.07
H 0.01 0.14 -0.15
H -0.54 0.32 0.02
H 0.03 -0.61 0.08
H 0.49 -0.13 -0.05
H -0.61 -0.14 0.20
H -0.33 0.15 -0.03
C -0.63 0.64 -1.82
O 0.95 -0.35 1.35
C 1.39 0.31 -0.62
C -0.99 -0.05 1.77
C -0.22 -1.17 -0.92
N -0.41 0.84 -1.27
H 0.03 0.07 0.41
H 0.08 -0.18 0.39
H -0.05 -0.51 0.59
H -0.48 -0.42 0.25
H -1.07 0.54 -0.78
H 0.02 0.16 -0.64
H 0.11 0.12 0.21
H 0.44 0.47 0.23
H 0.21 0.11 0.15
H 0.25 -0.08 0.35
H 0.27 -0.68 0.28
C 0.67 0.22 0.13
O -0.13 0.42 0.27
C -0.23 -0.13 -0.03
C 1.30 -0.97 0.42
C 0.76 0.36 0.52
N -0.31 -0.01 0.00
H -0.14 -0.03 0.24
H -0.44 -0.42 0.14
H -0.01 -0.13 -0.14
H -0.41 0.51 -0.12
H 0.28 0.35 -0.24
H 0.15 -0.22 -0.49
H -0.52 -0.30 -0.42
H -0.30 0.01 -0.19
H -0.31 -0.15 -0.14
H -0.36 0.07 0.06
H -0.08 0.53 -0.18
C -0.18 -0.43 0.07
C -0.30 -0.37 -0.18
O 0.04 0.04 0.16
H 0.05 0.08 -0.73
H 0.28 0.47 0.18
H 0.08 0.35 0.30
H -0.26 0.05 0.23
H 0.18 0.08 0.21
H 0.10 -0.25 -0.09

Computed values of relative energy (zero: lowest compared OMol25 entry of this formula, charge and spin) (unit: kcal per mole) for the preceding records, in sequence: 0.00, 40.84, 25.65.